# C4H8OSe

A cluster of 2 separate species, C4H8OSe in total at a distorted geometry (wB97M-V/def2-TZVPD, OMol25).

Results
- DFT total energy (Eh) = -2633.70563
- frontier orbital gap (alpha / beta) (eV) = 7.575 / 7.619

Geometry as ORCA input:
```
! wB97M-V def2-TZVPD RIJCOSX def2/J DEFGRID3
* xyz 0 1
C 1.5135 -0.3605 -0.8873
C 2.9647 -0.6696 -1.0783
C -2.3116 -0.3138 1.7822
C -1.8024 -1.7535 -0.6787
O 0.9233 0.6445 -0.4705
Se -1.9735 -0.1213 0.0618
H 3.5837 0.1106 -0.4747
H 3.0674 -0.5445 -2.0726
H 3.3659 -1.6274 -0.6605
H 0.8191 -1.1597 -1.3324
H -2.3625 0.5568 2.2613
H -2.6845 -1.2561 2.1730
H -1.5974 -2.0090 -1.7372
H -1.9205 -2.5394 0.1020
*
```